No. 1
{
  "formula": "C32H54N6O2Si",
  "method": "ωB97M-V with the def2-TZVPD basis set",
  "total_charge": 0,
  "homo_energy_ha": -0.2962,
  "smiles": "CC(=O)NCCCC[Si@@](CCCN)(CCCO)CCCCn1cccc1.c1cc[nH]c1.c1cc[nH]c1.c1cc[nH]c1",
  "e_tot_ha": -2020.07359,
  "elements": ["C", "C", "O", "N", "C", "C", "C", "C", "Si", "C", "C", "C", "N", "C", "C", "C", "O", "C", "C", "C", "C", "N", "C", "C", "C", "C", "H", "H", "H", "H", "H", "H", "H", "H", "H", "H", "H", "H", "H", "H", "H", "H", "H", "H", "H", "H", "H", "H", "H", "H", "H", "H", "H", "H", "H", "H", "H", "H", "H", "H", "H", "H", "H", "H", "H", "N", "C", "C", "C", "C", "H", "H", "H", "H", "H", "N", "C", "C", "C", "C", "H", "H", "H", "H", "H", "N", "C", "C", "C", "C", "H", "H", "H", "H", "H"],
  "xyz": [[-3.3563, -2.7594, 1.7673], [-2.4377, -1.4838, 2.0134], [-2.2580, -1.1787, 3.1838], [-1.8299, -0.6598, 0.9265], [-1.1987, -1.5956, -0.0833], [-0.4297, -0.8528, -1.2347], [1.0376, -0.3579, -0.8708], [1.5009, -0.6370, 0.6130], [3.4260, -0.4547, 0.7685], [3.9292, -1.6880, 2.1757], [2.8406, -1.5082, 3.3443], [3.4294, -1.7991, 4.7805], [3.2458, -3.2577, 5.1164], [4.3590, -0.9220, -0.8262], [4.3152, 0.2244, -1.9611], [4.0643, -0.3898, -3.4132], [3.5788, 0.7023, -4.2380], [3.9739, 1.2684, 1.3713], [3.0872, 2.4767, 0.8237], [3.9599, 3.8006, 1.0030], [3.1275, 5.0842, 1.4089], [1.6997, 5.0477, 1.0289], [0.8144, 4.7786, 2.0929], [-0.5164, 4.8522, 1.4412], [-0.2917, 5.1442, -0.0175], [1.1732, 5.2600, -0.2456], [-4.2480, -2.7928, 2.4590], [-3.7809, -2.8049, 0.7259], [-2.7993, -3.7203, 1.9766], [-2.6580, -0.3067, 0.4208], [-2.0783, -2.1189, -0.5813], [-0.6151, -2.4180, 0.4124], [-0.3261, -1.6043, -2.0768], [-1.0917, -0.0372, -1.6338], [1.7295, -0.7559, -1.6606], [1.0377, 0.7671, -0.9990], [1.2766, -1.6648, 0.9942], [1.0906, 0.1666, 1.2946], [4.8941, -1.2960, 2.6187], [4.0046, -2.7422, 1.8047], [2.5044, -0.4304, 3.3075], [1.9348, -2.1400, 3.1386], [4.5251, -1.5431, 4.8178], [2.8583, -1.2419, 5.5843], [2.5934, -3.6785, 4.4516], [2.7638, -3.3157, 6.0198], [5.4484, -1.0921, -0.5951], [3.9000, -1.8540, -1.2596], [5.2217, 0.8794, -1.9241], [3.3918, 0.8331, -1.7449], [5.0053, -0.7508, -3.8971], [3.2637, -1.1833, -3.3875], [2.7900, 1.0833, -3.8234], [4.0883, 1.3411, 2.4919], [5.0168, 1.4419, 0.9532], [2.1376, 2.5361, 1.4142], [2.8835, 2.3966, -0.2828], [4.6487, 3.9846, 0.1282], [4.6552, 3.5846, 1.8728], [3.5840, 5.9580, 0.8491], [3.1891, 5.3227, 2.4992], [1.0979, 4.5699, 3.1454], [-1.4902, 4.7237, 1.9711], [-1.0686, 5.2853, -0.8045], [1.7204, 5.4840, -1.1898], [-5.6309, 6.4152, 3.0837], [-5.9099, 7.4374, 2.2172], [-5.0167, 7.3661, 1.1785], [-4.1701, 6.2555, 1.4249], [-4.5750, 5.6870, 2.6058], [-6.1251, 6.2279, 3.9380], [-6.7161, 8.1255, 2.4148], [-4.9767, 8.0369, 0.3346], [-3.3562, 5.9113, 0.8061], [-4.2037, 4.8308, 3.1463], [-6.5325, -3.6605, -3.4016], [-5.6444, -4.6360, -3.0424], [-4.5803, -4.0292, -2.4248], [-4.8404, -2.6365, -2.4016], [-6.0528, -2.4395, -3.0117], [-7.4037, -3.8162, -3.8778], [-5.8440, -5.6734, -3.2590], [-3.7093, -4.5305, -2.0301], [-4.2080, -1.8676, -1.9851], [-6.6141, -1.5388, -3.2010], [-1.8256, -5.7660, -3.9045], [-0.6442, -5.0781, -3.8445], [0.3296, -5.8592, -4.4137], [-0.2891, -7.0621, -4.8384], [-1.6191, -6.9741, -4.5132], [-2.7096, -5.4341, -3.5556], [-0.5986, -4.0956, -3.4020], [1.3707, -5.5949, -4.5148], [0.1862, -7.8977, -5.3277], [-2.4335, -7.6651, -4.6609]],
  "forces_ev_per_angstrom": [[-0.234, -0.110, -0.669], [-0.282, -0.033, 1.999], [-0.037, -0.236, -2.101], [-0.598, -1.770, 0.173], [-1.281, -0.425, -1.016], [0.159, -0.881, 0.177], [-0.858, 0.822, 0.121], [0.899, 0.762, -0.660], [0.170, -0.923, 0.835], [-0.598, 0.772, 0.583], [0.848, 0.501, -0.152], [-1.020, -0.621, -0.006], [-0.222, 0.456, 0.159], [0.511, 0.730, -1.000], [-0.947, -1.415, 0.166], [-0.323, 1.496, 0.755], [0.263, -0.543, -0.066], [0.215, 0.821, -0.810], [1.325, 0.373, 0.225], [-0.117, -0.422, 1.242], [0.952, 0.766, -1.539], [1.413, -0.236, 1.470], [-3.445, 0.738, -4.207], [2.601, 0.156, -0.669], [2.180, -0.150, 1.515], [-4.029, -0.661, 2.502], [1.186, 0.509, -0.508], [0.585, -0.020, 0.880], [-0.319, 1.166, -0.358], [0.486, 0.226, 0.296], [1.151, 0.201, 0.275], [-0.339, 1.083, -0.362], [-0.249, 0.759, 0.883], [0.698, -0.591, 0.466], [-0.479, 0.177, 0.941], [0.151, -1.133, 0.111], [-0.062, 0.949, -0.376], [0.007, -1.176, -0.629], [-0.720, -0.808, -0.666], [0.171, 0.843, 0.544], [0.190, -1.017, 0.171], [0.777, 0.591, 0.355], [-1.115, -0.116, -0.007], [0.802, -0.081, -1.072], [0.327, 0.179, 0.183], [0.392, -0.091, -0.455], [-1.098, -0.249, -0.074], [0.601, 0.663, 0.480], [-0.860, -0.548, -0.144], [1.016, -0.222, -0.381], [-0.897, 0.161, 0.447], [1.007, 0.472, 0.145], [0.322, -0.274, -0.038], [-0.301, -0.094, -1.072], [-0.981, -0.340, 0.477], [0.711, 0.029, -0.741], [-0.133, -0.225, 1.240], [-0.998, -0.187, 0.712], [-0.667, 0.370, -0.933], [-0.455, -0.793, 0.818], [-0.079, -0.405, -0.977], [-0.008, 0.315, -1.248], [1.060, 0.138, -0.733], [0.803, -0.198, 0.923], [-0.267, -0.267, 1.365], [0.017, -0.003, -0.092], [-0.019, 0.057, 0.018], [-0.153, 0.096, 0.034], [0.052, -0.162, 0.065], [0.045, -0.032, 0.025], [0.041, 0.012, -0.079], [0.059, -0.019, -0.031], [-0.006, -0.033, 0.051], [-0.033, 0.033, 0.046], [0.001, 0.047, -0.046], [0.130, 0.032, 0.104], [-0.020, -0.092, -0.091], [0.025, -0.216, -0.019], [-0.073, 0.187, -0.038], [-0.038, 0.049, -0.008], [0.070, 0.012, 0.046], [0.033, 0.050, 0.029], [-0.096, 0.037, 0.138], [-0.045, -0.013, -0.056], [0.061, -0.035, 0.022], [0.048, -0.054, -0.040], [-0.013, 0.021, 0.064], [0.021, 0.167, 0.068], [-0.127, -0.125, -0.037], [-0.014, -0.014, 0.035], [0.087, 0.024, -0.162], [0.017, -0.047, -0.033], [-0.061, -0.006, 0.001], [-0.033, 0.047, 0.023], [0.067, 0.018, -0.001]],
  "lowdin_charge": [-0.02, -0.43, 0.06, 0.02, -0.24, -0.17, -0.23, -0.23, 0.63, -0.25, -0.26, -0.27, -0.04, -0.25, -0.22, -0.24, -0.11, -0.26, -0.23, -0.18, -0.15, -0.20, -0.08, -0.08, -0.09, -0.07, 0.09, 0.05, 0.09, 0.11, 0.09, 0.12, 0.10, 0.11, 0.08, 0.11, 0.06, 0.09, 0.08, 0.08, 0.09, 0.10, 0.10, 0.11, 0.05, 0.05, 0.08, 0.08, 0.12, 0.06, 0.12, 0.11, 0.07, 0.09, 0.09, 0.10, 0.09, 0.11, 0.10, 0.12, 0.12, 0.12, 0.07, 0.08, 0.12, 0.00, -0.15, -0.11, -0.11, -0.14, 0.14, 0.10, 0.09, 0.07, 0.10, 0.01, -0.14, -0.13, -0.11, -0.13, 0.15, 0.11, 0.08, 0.08, 0.11, 0.01, -0.14, -0.11, -0.12, -0.14, 0.10, 0.09, 0.09, 0.09, 0.10]
}



No. 2
{
  "formula": "C5H10N",
  "method": "ωB97M-V with the def2-TZVPD basis set",
  "total_charge": 0,
  "relative_energy_kcal_mol": 7.97,
  "homo_energy_ha": [-0.2312, -0.2987],
  "e_tot_ha": -251.15883,
  "spin_multiplicity": 2,
  "elements": ["C", "C", "C", "C", "C", "N", "H", "H", "H", "H", "H", "H", "H", "H", "H", "H"],
  "xyz": [[0.6457, 0.0926, -1.8487], [-0.4748, 0.4173, -0.8239], [-0.1193, 0.5568, 0.6125], [-0.2882, 1.6406, 1.4089], [0.1431, -1.9077, 0.7827], [0.1365, -0.6258, 1.2614], [1.2147, -0.7745, -1.5078], [1.3030, 0.9572, -1.8839], [0.2063, -0.2029, -2.7985], [-1.1392, -0.4539, -0.9019], [-1.0685, 1.2508, -1.1741], [-0.1219, 2.6389, 1.0090], [-0.7765, 1.6924, 2.3757], [0.3861, -2.6806, 1.4781], [-0.0968, -2.0601, -0.2509], [0.0497, -0.5412, 2.2614]],
  "forces_ev_per_angstrom": [[-0.181, 0.028, 1.107], [0.587, -0.613, -1.426], [-0.501, -0.419, 0.975], [-0.289, 1.596, -0.765], [-0.217, 0.662, -0.139], [-0.544, -0.910, 0.255], [0.155, 0.156, 0.043], [0.186, -0.096, -0.556], [0.092, 0.442, -0.203], [-0.239, 0.237, 0.404], [0.079, 0.364, 0.102], [-0.569, -0.182, -0.397], [0.822, -0.705, 0.403], [-0.018, -0.297, 0.060], [0.141, -0.321, -0.050], [0.496, 0.059, 0.185]],
  "lowdin_charge": [-0.09, -0.21, -0.38, 0.02, -0.01, -0.04, 0.06, 0.07, 0.07, 0.10, 0.11, 0.04, 0.05, 0.04, 0.04, 0.13]
}



No. 3
{
  "formula": "C2H2NO3",
  "method": "ωB97M-V with the def2-TZVPD basis set",
  "total_charge": -1,
  "relative_energy_kcal_mol": 27.34,
  "homo_energy_ha": -0.2104,
  "e_tot_ha": -357.95556,
  "elements": ["C", "C", "N", "O", "O", "O", "H", "H"],
  "xyz": [[-2.4947, -0.2227, 0.8758], [-1.1866, -1.0764, 0.6845], [-3.4975, 0.2703, 1.2078], [-0.7211, -1.3029, 1.7930], [-0.9328, -1.5115, -0.4746], [0.3393, 0.7806, -0.5712], [-0.0992, 0.0539, -0.8086], [0.8626, 0.4357, 0.1217]],
  "forces_ev_per_angstrom": [[-1.046, 0.419, 0.165], [-1.237, -1.148, -0.754], [1.419, -0.581, -0.640], [0.817, 0.011, 0.028], [-0.392, 0.753, 1.475], [2.569, 5.511, 0.493], [-3.183, -4.723, -2.084], [1.053, -0.241, 1.318]],
  "lowdin_charge": [-0.14, -0.75, 0.06, -0.01, -0.08, -0.01, -0.10, 0.02]
}